# C7H21N2OSi2

A gas-phase ion, C7H21N2OSi2 (charge +1) in a non-equilibrium geometry (ωB97M-V with the def2-TZVPD basis set, the OMol25 dataset).

Geometry as XYZ:
```
33
Properties=species:S:1:pos:R:3:forces:R:3:mulliken_charge:R:1
C -1.7691 -1.5370 -0.9266 -1.2 -0.5 -1.6 -0.88
Si -1.8672 -1.1983 0.8634 -1.1 2.4 0.6 0.38
C -2.9648 -2.4078 1.8476 1.1 1.2 -0.8 -1.19
C -2.1471 0.7384 1.2243 2.1 -2.3 -0.9 -1.02
N -0.1615 -1.5446 1.4224 0.1 -3.3 2.4 -0.20
C 0.9733 -1.0731 1.1480 1.5 5.6 -3.9 0.71
N 2.2309 -1.2918 1.5457 -0.4 0.1 0.4 -0.35
O 0.7584 0.2100 0.0531 -0.9 -6.6 6.2 -0.17
Si 1.3653 1.2190 -1.0022 1.5 2.9 -2.6 0.46
C 3.2098 1.4231 -0.7910 0.6 1.9 1.0 -1.15
C 1.0220 0.7738 -2.8103 -1.3 -1.2 1.5 -1.28
C 0.5680 2.9071 -0.6702 -1.0 -1.0 2.0 -0.99
H -2.5533 -1.0437 -1.5427 0.0 -0.1 0.7 0.36
H -0.8948 -1.2267 -1.4745 0.7 0.1 0.3 0.18
H -1.9226 -2.6045 -1.1479 0.1 0.1 0.2 0.35
H -4.0202 -2.1748 1.7380 0.0 0.0 0.1 0.34
H -2.7509 -3.3757 1.4786 -0.1 -1.2 -0.8 0.39
H -2.6694 -2.4836 2.8704 -0.1 0.4 1.0 0.36
H -2.0017 1.1691 0.2376 0.6 0.4 0.1 0.10
H -3.1401 0.9011 1.3858 -3.0 0.2 0.7 0.53
H -1.6288 1.2346 2.0471 0.4 -0.2 -0.4 0.36
H -0.1016 -2.3847 2.0961 -0.1 1.6 -1.1 0.28
H 2.4796 -1.8666 2.3522 -0.8 -0.3 -0.3 0.28
H 2.9582 -0.5909 1.4591 -0.5 0.3 -0.8 0.21
H 3.6519 0.6580 -0.1943 0.5 -1.3 -0.1 0.30
H 3.8030 1.5776 -1.7437 -0.6 0.0 1.3 0.30
H 3.3867 2.2608 0.0126 -0.3 -0.8 -2.0 0.31
H 0.9446 -0.3009 -3.0241 -0.3 0.1 0.2 0.35
H 0.1768 1.2923 -3.2332 -0.6 0.0 0.0 0.35
H 1.8290 1.0652 -3.3803 2.1 0.9 -1.2 0.45
H 0.8016 3.4498 -1.5593 -0.1 0.8 -0.6 0.38
H -0.5721 2.7835 -0.5217 1.8 0.5 -0.4 0.22
H 1.0062 3.4412 0.2402 -0.6 -0.7 -1.2 0.28
```
Forces are in eV/Å.

Calculated values
HOMO-LUMO gap ... 9.576 eV
Relative energy (zero: lowest compared OMol25 entry of this formula, charge and spin) ... 0.0 kcal/mol
Total charge ... +1
DFT total energy ... -28377.6532 eV
SMILES ... C[Si](C)(C)/[NH+]=C(/N)O[Si](C)(C)C
Maximum force ... 9.1 eV/Å